# 1
The following is a DFT calculation (ωB97M-V with the def2-TZVPD basis set) of the molecule C19H22N6O2 at a distorted geometry.

Atoms and positions in Å:
N 0.39 -1.73 -0.50
O 5.12 1.12 -3.27
C -0.21 -0.78 -0.09
N -2.15 2.42 0.10
N -2.90 0.91 1.77
O 4.08 -1.46 -3.81
C 4.04 0.69 -2.80
C -3.01 2.05 1.13
C -1.20 1.58 -0.27
C -1.86 0.07 1.38
C 3.65 2.76 -1.49
C 1.75 1.33 -1.80
C 2.75 3.73 -0.89
C -0.97 0.39 0.31
C 3.17 1.60 -2.04
C 0.89 2.25 -1.23
C 1.40 3.48 -0.77
N 3.82 -0.71 -2.71
N -0.46 2.08 -1.30
N -1.85 -1.16 1.94
C 5.45 -1.82 -3.99
C 0.40 4.60 -0.42
C -3.19 -3.95 3.52
C -3.64 -3.91 2.05
C -2.40 -2.72 3.72
C -3.98 -2.44 1.79
C -2.98 -1.75 2.72
H -3.72 2.84 1.41
H 4.68 3.08 -1.40
H 1.36 0.41 -2.27
H 3.10 4.72 -0.55
H 2.98 -1.07 -2.21
H -0.96 2.86 -1.61
H -1.39 -1.86 1.42
H 6.02 -1.00 -3.66
H 5.66 -2.70 -3.32
H 5.75 -2.13 -5.02
H 0.05 4.96 -1.31
H -0.47 4.20 0.14
H 0.72 5.46 0.18
H -2.50 -4.76 3.47
H -4.04 -4.02 4.22
H -4.47 -4.68 1.93
H -2.80 -4.20 1.34
H -2.32 -2.31 4.69
H -1.34 -3.00 3.36
H -5.05 -2.26 2.06
H -3.87 -2.19 0.78
H -3.51 -1.01 3.32

Output
Charge   0
Highest occupied orbital energy   -9.2 eV

***

# 2
The following is a DFT calculation (ωB97M-V with the def2-TZVPD basis set) of the ion C19H22NO3 with charge +1 at a distorted geometry.

Atoms and positions in Å:
C 0.84 4.80 -2.69
O -0.15 4.38 -1.71
C 0.19 3.47 -0.77
C -0.78 3.03 0.14
C -0.54 1.88 0.92
C 0.70 1.23 0.83
C 0.95 -0.08 1.54
O 2.17 0.12 2.28
C 2.36 -0.50 3.58
C 1.72 1.81 0.11
C 1.49 2.92 -0.70
H 0.28 5.48 -3.32
H 1.68 5.33 -2.21
H 1.20 3.94 -3.28
H -1.77 3.48 0.10
H -1.33 1.53 1.58
H 0.15 -0.36 2.26
H 3.41 -0.79 3.54
H 2.27 0.24 4.39
H 1.72 -1.36 3.84
H 2.71 1.37 0.17
H 2.28 3.23 -1.36
C -2.80 0.28 -3.18
O -3.40 -0.80 -2.40
C -2.67 -1.40 -1.43
C -1.43 -0.87 -0.97
C -0.66 -1.61 -0.08
C -1.18 -2.83 0.38
N -0.18 -3.46 1.15
C 0.95 -2.76 1.10
C 2.19 -3.29 1.67
C 0.72 -1.39 0.54
C -2.44 -3.32 0.06
C -3.22 -2.60 -0.85
H -3.61 0.54 -3.87
H -2.54 1.13 -2.54
H -1.92 -0.09 -3.73
H -1.01 0.07 -1.39
H -0.32 -4.33 1.68
H 3.01 -2.64 1.41
H 2.08 -3.33 2.75
H 2.46 -4.29 1.33
H 1.52 -1.02 -0.19
H -2.88 -4.19 0.55
H -4.20 -2.91 -1.21

Output
Charge   +1
Highest occupied orbital energy   -11.1 eV

***

# 3
The following is a DFT calculation (ωB97M-V with the def2-TZVPD basis set) of the ion C19H23BrF3N2O2 with charge +1 at a distorted geometry.

Atoms and positions in Å:
C -1.26 3.55 -0.42
C -0.62 2.59 -0.11
N -0.24 1.41 0.48
C 0.82 1.45 1.33
C 1.52 2.75 1.58
C 0.67 3.74 2.45
N 0.96 5.14 2.14
C 1.22 0.31 1.95
C 0.58 -0.89 1.70
C 1.04 -2.14 2.41
C 2.44 -1.96 2.99
O 3.37 -1.81 2.27
Br 2.63 -1.95 4.91
C -0.48 -0.93 0.79
C -1.17 -2.26 0.51
O -1.42 -2.54 -0.84
C -0.26 -2.51 -1.65
C 0.85 -3.52 -1.29
C 2.23 -2.86 -1.49
C -0.90 0.24 0.19
C -2.07 0.32 -0.74
C -1.72 0.64 -2.21
C -2.76 0.10 -3.15
F -3.48 -0.96 -2.75
C -2.96 0.66 -4.34
F -2.03 1.42 -4.89
F -4.08 0.55 -5.01
H -1.79 4.36 -0.85
H 1.83 3.18 0.63
H 2.42 2.51 2.14
H -0.38 3.52 2.30
H 0.96 3.57 3.48
H 1.93 5.23 1.86
H 0.44 5.38 1.30
H 2.05 0.40 2.63
H 0.35 -2.38 3.21
H 1.10 -2.96 1.70
H -2.14 -2.22 1.01
H -0.66 -3.09 0.98
H 0.17 -1.51 -1.74
H -0.60 -2.76 -2.65
H 0.81 -4.34 -1.99
H 0.74 -3.93 -0.29
H 2.96 -3.59 -1.81
H 2.18 -2.13 -2.29
H 2.56 -2.36 -0.58
H -2.68 -0.57 -0.69
H -2.70 1.13 -0.37
H -1.72 1.72 -2.33
H -0.72 0.31 -2.48

Output
Charge   +1
Highest occupied orbital energy   -11.9 eV

***

# 4
The following is a DFT calculation (ωB97M-V with the def2-TZVPD basis set) of the molecule C19H23Cl2N3O2S at a distorted geometry.

Atoms and positions in Å:
Cl -0.32 -1.46 -5.65
Cl -2.93 0.53 -1.43
N 1.51 1.94 -0.19
O 1.15 -0.84 4.09
O -0.29 -3.12 2.66
S 3.07 3.62 -1.54
C 1.62 3.05 -0.80
C -0.08 1.03 -4.90
C -1.54 -0.29 -3.51
C 0.91 -2.41 0.69
C 1.58 -1.41 -0.05
C 1.70 -0.16 1.95
C -0.26 2.13 -4.05
C -0.72 -0.19 -4.64
C -1.73 0.78 -2.70
C 0.57 -2.20 2.07
C 1.12 -1.09 2.70
C 1.96 -0.23 0.56
C -1.09 2.08 -2.93
N -2.50 -3.61 1.21
N 0.57 3.76 -1.14
C 1.44 -1.92 4.99
C 2.65 0.96 -0.14
C -1.59 -2.52 3.12
C -1.47 3.34 -2.22
C -2.75 -3.39 2.63
C -0.79 3.40 -0.88
H 3.83 3.09 -0.58
H 0.60 1.08 -5.72
H -2.18 -1.25 -3.30
H 0.41 -3.21 0.13
H 1.73 -1.46 -1.13
H 1.93 0.81 2.53
H 0.38 3.04 -4.25
H -1.51 -3.75 1.14
H -2.73 -2.76 0.70
H 0.79 4.45 -1.83
H 2.03 -1.50 5.78
H 1.98 -2.75 4.41
H 0.49 -2.35 5.42
H 3.38 1.38 0.49
H 3.02 0.57 -1.06
H -1.68 -1.63 2.59
H -1.63 -2.33 4.23
H -2.52 3.10 -2.03
H -1.54 4.31 -2.75
H -3.60 -2.89 2.88
H -2.74 -4.36 3.19
H -1.38 4.14 -0.34
H -0.87 2.50 -0.40

Output
Charge   0
Highest occupied orbital energy   -8.4 eV

***

# 5
The following is a DFT calculation (ωB97M-V with the def2-TZVPD basis set) of a structure of composition C19H23ClN4PSW at a distorted geometry.

Atoms and positions in Å:
W -0.43 0.71 0.62
C -1.76 -3.31 -0.19
C -1.55 -1.95 -0.30
N -0.51 -1.34 0.29
C 0.36 -2.08 0.99
C 0.22 -3.45 1.16
C -0.88 -4.07 0.56
C 1.09 -4.24 2.05
C 2.07 -5.07 1.67
C 2.55 -5.18 0.30
C 3.36 -6.26 -0.10
C 3.86 -6.19 -1.40
N 3.54 -5.20 -2.19
C 2.73 -4.25 -1.79
N 2.24 -4.22 -0.57
H -2.62 -3.76 -0.66
H -2.25 -1.32 -0.85
H 1.21 -1.54 1.43
H -1.03 -5.13 0.70
H 0.82 -4.19 3.10
H 2.56 -5.69 2.40
H 3.60 -7.08 0.56
H 4.53 -6.95 -1.78
H 2.46 -3.46 -2.48
Cl -0.44 0.80 2.82
S -2.21 1.55 -0.72
C -2.31 3.17 -0.12
N -3.30 3.99 -0.56
C -3.47 5.23 -0.08
C -2.60 5.74 0.86
C -1.56 4.93 1.34
C -1.42 3.64 0.85
H -3.95 3.63 -1.25
H -4.30 5.81 -0.46
H -2.74 6.74 1.24
H -0.88 5.33 2.07
H -0.64 2.95 1.21
C 1.48 2.45 -1.98
P 1.61 1.31 -0.57
C 2.60 -0.09 -1.21
C 2.65 2.14 0.67
H 2.48 2.80 -2.25
H 0.86 3.32 -1.74
H 1.04 1.94 -2.84
H 3.52 0.29 -1.65
H 2.02 -0.62 -1.97
H 2.86 -0.77 -0.40
H 3.62 2.42 0.23
H 2.83 1.48 1.51
H 2.16 3.04 1.02

Output
Spin multiplicity   3
Charge   +3
Highest occupied orbital energy (spin up / spin down)   -15.9 / -15.9 eV

***

# 6
The following is a DFT calculation (ωB97M-V with the def2-TZVPD basis set) of a structure of composition C19H23CoN9O9P2 at a distorted geometry.

Atoms and positions in Å:
Co -0.19 0.83 0.23
N -0.27 -3.39 0.14
C -0.02 -2.13 -0.19
N -0.63 -1.11 0.32
C -1.67 -1.30 1.21
N -2.33 -0.27 1.69
N -1.78 0.88 1.21
C -2.30 2.02 1.47
C -1.54 3.17 0.95
C -1.94 4.49 1.11
C -1.12 5.49 0.59
C 0.05 5.14 -0.05
C 0.38 3.80 -0.16
N -0.40 2.84 0.32
C -1.99 -2.65 1.63
C -2.98 -2.94 2.57
C -3.19 -4.24 2.98
C -2.40 -5.27 2.45
C -1.42 -5.01 1.52
C -1.23 -3.70 1.10
H 0.41 -4.09 -0.14
H 0.76 -1.96 -0.93
H -3.21 2.12 2.05
H -2.86 4.72 1.62
H -1.40 6.53 0.70
H 0.72 5.89 -0.45
H 1.30 3.45 -0.63
H -3.56 -2.12 2.97
H -3.95 -4.46 3.71
H -2.56 -6.29 2.79
H -0.81 -5.80 1.12
N 0.78 2.05 -3.85
C 0.71 0.59 -3.42
C 1.09 -0.23 -4.65
P -1.09 0.41 -3.01
O -1.28 -1.19 -2.90
O -1.78 0.95 -4.22
O -1.31 1.01 -1.66
P 2.04 0.50 -2.14
O 2.39 -1.02 -2.23
O 3.08 1.43 -2.68
O 1.50 0.90 -0.77
H 0.22 2.18 -4.70
H 1.79 2.27 -3.93
H 0.38 2.65 -3.13
H 0.38 -0.06 -5.46
H 1.08 -1.29 -4.39
H 2.10 0.02 -4.98
H -1.66 -1.53 -3.71
H 2.66 -1.65 -1.47
N 2.33 0.81 1.90
C 2.98 1.01 3.06
C 2.03 1.20 4.03
C 0.81 1.08 3.35
N 1.01 0.84 2.06
H 2.68 0.61 0.98
H 4.06 0.99 3.10
H 2.19 1.38 5.08
H -0.20 1.14 3.73
O 2.55 -3.95 1.20
N 2.76 -2.92 0.55
O 2.78 -2.99 -0.72
O 3.03 -1.84 1.09

Output
Spin multiplicity   2
Charge   0
Highest occupied orbital energy (spin up / spin down)   -8.4 / -8.6 eV

***

# 7
The following is a DFT calculation (ωB97M-V with the def2-TZVPD basis set) of the ion C19H23FN3O2S with charge +1 at a distorted geometry.

Atoms and positions in Å:
C 4.53 5.59 1.15
H 4.55 6.67 1.26
H 5.52 5.20 1.37
C 3.49 5.00 2.10
C 3.46 3.48 1.96
N 2.51 2.83 2.90
H 2.60 3.32 3.80
C 1.08 3.01 2.46
C 0.66 1.88 1.59
C 0.85 0.60 2.02
C 0.40 -0.35 1.07
C -0.09 0.28 -0.06
N -0.56 -0.34 -1.17
C -1.04 0.41 -2.21
O -1.01 1.62 -2.13
C -1.54 -0.37 -3.39
C -2.07 -1.72 -2.99
C -1.24 -2.84 -2.99
C -1.70 -4.07 -2.57
C -3.01 -4.17 -2.14
C -3.87 -3.08 -2.13
C -3.38 -1.86 -2.56
H -4.04 -1.00 -2.56
H -4.88 -3.19 -1.80
F -3.47 -5.36 -1.71
H -1.07 -4.94 -2.56
H -0.22 -2.75 -3.34
H -0.70 -0.48 -4.09
H -2.31 0.23 -3.89
H -0.51 -1.36 -1.16
S -0.06 2.00 0.01
C 0.36 -1.83 1.14
O 0.22 -2.51 0.14
N 0.49 -2.38 2.37
H 0.30 -1.86 3.21
H 0.37 -3.39 2.42
C 1.66 0.45 3.27
C 2.87 1.39 3.12
H 3.52 1.32 4.00
H 3.43 1.05 2.25
H 2.04 -0.56 3.39
H 1.08 0.72 4.16
H 0.46 3.04 3.36
H 0.98 3.96 1.94
H 4.46 3.09 2.15
H 3.16 3.19 0.95
H 3.75 5.26 3.13
H 2.52 5.43 1.87
H 4.28 5.35 0.12

Output
Charge   +1
Highest occupied orbital energy   -11.1 eV

***

# 8
The following is a DFT calculation (ωB97M-V with the def2-TZVPD basis set) of the molecule C19H23FN4O2.

Atoms and positions in Å:
C 0.57 2.52 0.35
H 1.15 2.37 1.26
H 0.92 3.43 -0.13
H -0.47 2.64 0.62
C 0.73 1.34 -0.61
N 2.06 1.30 -1.19
C 3.15 1.02 -0.27
H 4.04 0.86 -0.87
C 2.97 -0.16 0.69
H 3.90 -0.31 1.23
H 2.73 -1.08 0.17
H 2.19 0.04 1.42
H 3.31 1.93 0.33
C 2.16 0.74 -2.51
H 3.12 1.06 -2.93
C 2.08 -0.79 -2.67
N 0.80 -1.32 -2.29
C 0.65 -2.30 -1.38
O 1.56 -2.88 -0.83
C -0.83 -2.58 -1.06
N -1.41 -1.46 -0.35
C -1.19 -1.29 1.01
C -0.32 -2.13 1.71
C -0.14 -1.94 3.06
C -0.79 -0.93 3.77
C -1.63 -0.08 3.07
C -1.84 -0.25 1.71
N -2.65 0.61 0.99
C -3.39 1.67 1.40
C -3.97 2.26 0.30
C -3.55 1.55 -0.83
C -2.74 0.53 -0.39
C -2.06 -0.50 -1.12
O -2.04 -0.58 -2.34
H -3.81 1.74 -1.85
H -4.61 3.12 0.32
H -3.48 1.94 2.43
H -2.12 0.72 3.60
H -0.61 -0.81 4.82
F 0.70 -2.75 3.72
H 0.25 -2.90 1.22
H -0.92 -3.49 -0.46
H -1.39 -2.69 -1.99
H -0.03 -0.91 -2.70
H 2.28 -1.03 -3.72
H 2.83 -1.29 -2.06
H 1.37 1.19 -3.12
H 0.48 0.41 -0.07
H 0.02 1.46 -1.42

Output
Charge   0
Highest occupied orbital energy   -8.0 eV

***

Energy above the lowest of the compared OMol25 structures with the same formula, charge and spin: 92.6 30.4 0.0 44.3 15.4 0.0 0.0 18.1 (kcal/mol)
Molar mass: 366.43 312.39 448.30 428.38 589.76 642.33 376.48 358.42 (u)
Energy: -33092.221 -27684.187 -105335.723 -64518.341 -60481.889 -108124.074 -42189.783 -32850.519 (eV)